Entry 1:
{
  "formula": "C16H30O4",
  "method": "wB97M-V/def2-TZVPD",
  "species": ["H", "H", "C", "H", "H", "H", "H", "H", "C", "H", "C", "O", "C", "C", "O", "H", "H", "H", "C", "H", "C", "H", "H", "C", "C", "O", "H", "H", "C", "C", "H", "C", "H", "C", "H", "H", "H", "C", "H", "H", "C", "O", "H", "H", "H", "H", "H", "H", "C", "H"],
  "positions_angstrom": [[2.54249, 1.83895, -2.33266], [-5.20998, -0.39429, -1.56948], [0.79374, -2.53062, 0.99798], [1.95794, 1.08153, 1.33964], [1.24301, 3.16048, -0.77794], [-6.97764, -0.58624, -0.13836], [3.21382, -3.36894, -0.45752], [0.69668, 2.30186, 1.50125], [1.66490, 2.09033, 1.04125], [-5.34621, 1.95910, -0.65209], [4.06514, -0.01028, -0.33269], [-3.51148, -0.86097, -0.59699], [-0.00413, -1.37969, 0.39143], [1.48287, 2.13907, -0.47600], [3.01665, 0.32461, -1.08304], [3.70090, 2.79140, 1.25209], [0.04183, -0.51731, 1.05853], [-1.97127, -1.99476, 1.08322], [2.72134, 1.71161, -1.26107], [2.77053, -2.84597, 1.80950], [-1.46642, -1.73580, 0.15040], [2.68095, 3.10713, 2.64802], [-5.05131, -0.27302, 1.40563], [-4.34743, 0.14370, -1.17426], [4.28517, -1.51096, -0.30852], [4.78926, 0.77947, 0.21852], [3.59554, 2.29781, -0.96443], [-7.51919, 1.06127, 0.19041], [-2.20897, -0.58398, -0.48920], [2.70011, 3.08157, 1.56070], [-5.63067, 1.34336, 1.81143], [-5.57495, 0.60073, 1.01267], [0.40829, -2.74430, 1.99742], [-4.76382, 1.18972, -0.14235], [0.66559, -3.43208, 0.39418], [2.33694, -1.96421, -1.06221], [-3.80421, 0.62744, -1.99279], [2.98932, -2.31778, -0.26464], [2.49217, 4.08326, 1.18980], [-3.85715, 1.65602, 0.24853], [-6.98968, 0.20616, 0.60541], [-1.70355, 0.44062, -0.86775], [0.64433, 1.49973, -0.75844], [4.84038, -1.75398, -1.21878], [-1.55172, -2.59818, -0.51522], [-7.54307, -0.15230, 1.47014], [0.43981, -1.07684, -0.55724], [4.92370, -1.74186, 0.54557], [2.28247, -2.18905, 1.08645], [2.38662, -1.16656, 1.45494]],
  "lowdin_charge": [0.129, 0.121, -0.203, 0.085, 0.118, 0.065, 0.116, 0.108, -0.254, 0.118, -0.504, -0.002, -0.204, -0.167, -0.001, 0.056, 0.117, 0.131, -0.153, 0.115, -0.085, 0.070, 0.104, -0.168, -0.088, 0.102, 0.117, 0.073, -0.489, -0.101, 0.105, -0.259, 0.113, -0.179, 0.116, 0.103, 0.125, -0.199, 0.074, 0.111, -0.109, 0.112, 0.090, 0.128, 0.133, 0.069, 0.110, 0.127, -0.198, 0.102],
  "homo_energy_ev": -10.1,
  "e_above_lowest_kcal_mol": 1.2,
  "homo_lumo_gap_ev": 10.97,
  "energy_ev": -25270.0874,
  "lumo_ev": 0.83
}

Entry 2:
{
  "formula": "C25H20IN5O2PtS2",
  "method": "wB97M-V/def2-TZVPD",
  "species": ["C", "C", "H", "H", "C", "H", "O", "N", "H", "H", "Pt", "N", "C", "H", "C", "C", "S", "H", "H", "C", "C", "C", "N", "I", "O", "H", "C", "H", "C", "C", "C", "C", "C", "H", "H", "C", "H", "C", "H", "C", "H", "C", "H", "S", "C", "H", "C", "N", "N", "H", "C", "H", "C", "C", "H", "C"],
  "positions_angstrom": [[2.42478, -4.38807, 4.98355], [1.11145, -4.92319, 3.04994], [-1.34231, 2.34089, -5.98840], [-2.90073, -0.33408, 4.70238], [-2.44865, 0.67844, -3.23699], [0.37282, 0.52586, -5.81417], [0.83008, 1.72567, -2.00728], [4.14588, -3.03655, 2.01241], [0.24092, -5.38761, 2.60498], [-1.50148, -0.19839, 0.65343], [1.01156, 0.36224, -0.45544], [1.02269, -0.72325, 1.19502], [1.30147, -4.97651, 4.42709], [-3.34870, -0.01705, 2.29172], [-2.09271, -0.41008, 3.98635], [0.23227, -0.80240, 3.51458], [2.78219, -0.91669, -1.00541], [1.87867, -4.24964, 1.16558], [-3.15790, 2.39776, -4.24710], [-0.11561, 2.34428, -1.41725], [-0.03474, -0.59873, 2.16502], [-0.80529, -0.69930, 4.42340], [3.97966, -2.39627, 0.84318], [-2.68139, 7.49554, -4.03665], [-0.54231, 1.87684, -0.32937], [2.58598, -4.42449, 6.05327], [-2.34429, -0.22489, 2.63567], [0.74936, 3.65389, -3.58696], [2.03096, -4.28705, 2.23665], [-0.68630, 3.57513, -2.00529], [-2.40835, 1.61601, -4.22145], [-1.31309, -0.31290, 1.71240], [3.34335, -3.73086, 4.17417], [0.57743, -5.47592, 5.05702], [-2.22546, 3.72123, -0.53052], [-1.81622, 5.81412, -3.15577], [-0.60869, -0.84716, 5.47705], [-0.45435, 0.62222, -5.12625], [0.20064, -1.01833, -4.07303], [-1.38925, 1.59904, -5.20654], [-0.25368, 5.67919, -4.62307], [-0.68715, 5.24754, -3.73158], [1.23753, -1.03785, 3.83475], [-1.40483, -1.55798, -2.00468], [-1.80636, 4.15915, -1.42664], [-3.21398, 0.68910, -2.47498], [2.94433, -1.68618, 0.57251], [1.92625, -1.51937, 1.51531], [-0.51576, -0.30817, -4.14184], [-3.25403, 5.73672, -1.56089], [-1.47292, -0.36329, -3.16081], [5.04381, -3.49072, 2.02999], [3.14607, -3.67655, 2.80235], [-0.12422, 4.12156, -3.15217], [4.20988, -3.24369, 4.60401], [-2.37923, 5.28079, -2.00322]],
  "lowdin_charge": [-0.091, -0.077, 0.106, 0.104, -0.093, 0.129, -0.155, 0.005, 0.105, 0.055, 0.888, -0.161, -0.096, 0.108, -0.080, -0.016, 0.539, 0.116, 0.116, -0.616, -0.227, -0.073, 0.037, 0.871, -0.100, 0.101, -0.064, 0.124, -0.042, -0.146, -0.061, -0.038, -0.038, 0.100, 0.125, -0.736, 0.105, -0.079, 0.137, -0.075, 0.094, -0.143, 0.110, 0.600, -0.005, 0.109, -0.780, 0.061, 0.050, 0.094, -0.822, 0.136, -0.266, -0.017, 0.111, -0.141],
  "homo_energy_ev": [-7.3, -7.3],
  "e_above_lowest_kcal_mol": 0.0,
  "homo_lumo_gap_ev": [6.24, 6.24],
  "energy_ev": -70812.4739,
  "lumo_ev": [-1.03, -1.03]
}

Entry 3:
{
  "formula": "C23H29N3O6S",
  "method": "wB97M-V/def2-TZVPD",
  "species": ["C", "O", "C", "H", "H", "H", "H", "H", "N", "H", "H", "H", "C", "C", "H", "H", "H", "N", "C", "C", "O", "O", "O", "H", "C", "C", "C", "H", "H", "H", "H", "H", "C", "C", "C", "C", "C", "C", "H", "N", "H", "H", "H", "O", "H", "H", "O", "H", "H", "H", "C", "C", "C", "H", "C", "C", "C", "H", "C", "S", "H", "C"],
  "positions_angstrom": [[1.58577, -1.60602, 1.81363], [2.02334, -2.59016, 2.38799], [-3.76082, -0.93589, -0.25905], [2.39825, -0.24668, -1.16555], [6.50385, 3.53039, -0.04414], [6.75030, 2.74756, -2.37077], [0.99811, -4.22246, 1.20865], [4.17905, -1.48414, -0.14468], [-0.11551, -1.60106, 0.05198], [0.86287, 0.61364, 0.56036], [-4.92089, 3.81326, 0.75183], [0.85469, -5.14921, -0.30665], [-1.43831, -0.74561, -1.76430], [-6.38606, 2.66803, 1.81194], [-0.53128, -0.67326, -2.34007], [5.57462, -0.60551, 0.55863], [4.06671, 0.28806, 2.34697], [4.10891, 0.57183, -0.33687], [-7.09606, 0.64126, 0.74354], [3.76604, -0.58863, 1.76305], [0.15264, -3.03488, -2.01089], [4.45715, 2.72411, -0.94519], [-4.95497, -0.03804, -2.19171], [-7.70535, -0.25193, 0.74104], [-3.82308, -0.45307, -1.55999], [2.68700, 0.63276, -0.58416], [0.45755, -4.32753, 0.27496], [8.29270, 3.38586, -1.78441], [-4.64455, -1.00309, 0.35511], [-6.44068, 3.35594, 2.64251], [3.97695, -1.49884, 2.32443], [2.19202, 1.52481, 1.31961], [-6.24255, 0.89380, -0.32280], [-7.17010, 1.52653, 1.80392], [-5.53344, 2.92386, 0.75199], [4.86133, 1.68854, -0.46719], [-5.46503, 2.04362, -0.31319], [0.09282, -1.53527, 1.48237], [-6.92427, 0.22121, -2.23683], [2.33331, -0.52719, 1.53653], [-0.60828, -4.44730, 0.41966], [-0.33702, -0.60340, 1.86159], [-4.80292, 2.24319, -1.14270], [2.12074, -2.49920, -0.66699], [8.04132, 1.63513, -1.89084], [7.82652, 2.44251, 0.48045], [6.12716, 1.50418, -0.02218], [-7.83820, 1.32266, 2.62767], [-2.70438, 0.01087, -3.31411], [-6.40782, -1.08719, -1.15302], [-6.17719, -0.06591, -1.48746], [7.56522, 2.58736, -1.66946], [-2.54745, -1.33710, 0.27640], [-2.52903, -1.71465, 1.28749], [-1.37790, -1.24492, -0.46469], [4.49603, -0.59961, 0.41588], [-2.64535, -0.36823, -2.30656], [2.47079, 1.54761, -1.13699], [1.93213, 0.62147, 0.75365], [0.72904, -2.84047, -0.71734], [-0.38118, -2.37231, 2.01377], [7.02474, 2.58872, -0.24679]],
  "lowdin_charge": [-0.472, 0.044, 0.001, 0.112, 0.120, 0.075, 0.049, 0.118, -0.177, 0.114, 0.104, 0.072, -0.014, -0.091, 0.116, 0.128, 0.136, -0.029, -0.049, -0.089, -0.275, 0.087, -0.044, 0.114, -0.269, -0.101, -0.092, 0.076, 0.111, 0.101, 0.125, 0.138, -0.225, -0.084, -0.074, -0.540, -0.029, -0.112, 0.141, -0.042, 0.071, 0.141, 0.121, -0.281, 0.077, 0.122, -0.014, 0.102, 0.123, 0.133, -0.148, -0.062, -0.005, 0.112, -0.275, -0.098, 0.021, 0.129, -0.096, 0.650, 0.127, -0.222],
  "homo_energy_ev": -8.4,
  "e_above_lowest_kcal_mol": 26.7,
  "homo_lumo_gap_ev": 9.01,
  "energy_ev": -51912.6599,
  "lumo_ev": 0.56
}

Entry 4:
{
  "formula": "C4H10O",
  "method": "wB97M-V/def2-TZVPD",
  "species": ["C", "H", "H", "H", "H", "H", "C", "H", "H", "H", "H", "O", "H", "C", "C"],
  "positions_angstrom": [[0.06870, 1.86260, 2.86452], [-0.48918, 0.44894, -1.57914], [1.32231, 0.58336, 1.76720], [-0.04573, -2.44789, -1.05586], [-0.39986, 2.83454, 2.95091], [-0.19007, 1.12617, 3.59735], [0.50250, -1.52795, -1.20768], [-0.44708, -0.66795, -2.91693], [1.44179, -1.65744, -1.77709], [1.14716, 2.26699, 1.05966], [-2.32873, -1.36460, -2.22565], [-1.81480, -1.12192, -1.39745], [0.88764, -1.32902, -0.16826], [0.89099, 1.61147, 1.85950], [-0.54564, -0.61730, -1.77110]],
  "lowdin_charge": [-0.080, 0.098, 0.053, 0.068, 0.043, 0.039, -0.103, 0.127, 0.077, 0.033, 0.117, -0.111, 0.072, -0.087, -0.348],
  "homo_energy_ev": -10.2,
  "e_above_lowest_kcal_mol": 44.5,
  "homo_lumo_gap_ev": 11.13,
  "energy_ev": -6355.8721,
  "lumo_ev": 0.96
}

Entry 5:
{
  "formula": "C5H8N2",
  "method": "wB97M-V/def2-TZVPD",
  "species": ["H", "H", "C", "C", "C", "C", "H", "H", "C", "H", "H", "N", "N", "H", "H"],
  "positions_angstrom": [[-1.40827, -0.12705, -1.83969], [-1.71951, -1.43777, 1.27699], [-0.78207, -1.36659, 0.72101], [-1.30577, 0.48302, -0.94905], [-0.62760, 0.02024, 0.13917], [1.52300, 0.31959, -0.27236], [2.03969, -0.55983, 0.13976], [0.03554, -1.59832, 1.40847], [-0.09978, 1.06614, 1.08331], [2.51041, 0.24311, -1.88659], [-0.78976, -2.11158, -0.07894], [1.74183, 0.76181, -1.45753], [1.13878, 1.28183, 0.88540], [-0.69931, 1.49218, 1.89629], [-1.55719, 1.53322, -1.06622]],
  "lowdin_charge": [0.073, 0.086, -0.055, 0.062, -0.414, -0.299, 0.116, 0.076, -0.163, 0.045, 0.085, 0.082, 0.115, 0.120, 0.072],
  "homo_energy_ev": -9.1,
  "e_above_lowest_kcal_mol": 82.9,
  "homo_lumo_gap_ev": 9.28,
  "energy_ev": -8291.3998,
  "lumo_ev": 0.17
}

Entry 6:
{
  "formula": "C27H73NO10",
  "method": "wB97M-V/def2-TZVPD",
  "species": ["H", "H", "H", "H", "O", "H", "H", "C", "H", "H", "H", "C", "C", "H", "O", "H", "H", "H", "C", "H", "O", "H", "H", "H", "H", "H", "H", "H", "C", "H", "H", "O", "H", "H", "H", "H", "N", "H", "C", "H", "O", "H", "C", "O", "H", "H", "H", "H", "C", "H", "O", "H", "H", "H", "C", "O", "H", "H", "H", "O", "H", "C", "C", "H", "C", "H", "H", "H", "H", "H", "H", "H", "H", "H", "H", "C", "H", "H", "C", "H", "C", "H", "H", "H", "C", "H", "C", "O", "H", "H", "H", "C", "H", "H", "H", "C", "H", "H", "H", "H", "C", "C", "C", "C", "C", "C", "C", "H", "H", "C", "H"],
  "positions_angstrom": [[1.57411, -15.64654, -2.05506], [7.63836, -13.29980, 2.07591], [-0.01656, -15.10485, 4.95280], [4.09597, -12.99526, -2.44256], [5.51358, -18.83174, -0.24252], [1.84167, -15.66215, 3.10439], [3.21415, -19.52027, 7.49542], [4.58222, -11.57746, 4.62034], [2.15763, -14.57659, 6.35389], [1.99322, -10.53758, -0.41931], [0.67521, -13.57065, -1.53327], [0.48042, -15.78003, 5.64939], [2.47995, -12.91849, 4.12374], [1.44473, -10.55429, 0.99165], [0.92284, -17.28406, -2.18347], [0.71061, -13.77122, -3.78890], [2.95512, -15.78686, 4.36150], [-0.78197, -15.56511, -1.59093], [2.69494, -17.49678, 6.87145], [4.59052, -11.12699, 3.62782], [2.06435, -14.84563, -1.85554], [-1.55408, -11.27270, 2.92085], [3.41231, -18.25001, 8.75236], [1.75050, -14.23838, -5.11581], [5.21138, -18.49764, -3.07576], [0.38800, -18.56153, 3.70044], [0.71749, -12.29437, -0.72011], [-1.51235, -12.88581, -0.22648], [1.42297, -14.52803, -4.11735], [2.24239, -15.89834, 8.55287], [5.30616, -12.39222, 4.60660], [2.27843, -19.02389, 4.96841], [-4.03331, -11.82184, 1.97174], [3.76732, -19.06648, -0.98554], [4.19646, -17.05145, -2.80887], [5.77832, -17.06801, -2.17072], [1.85448, -17.92198, 5.67991], [4.27762, -13.83949, 2.08434], [3.95501, -17.08590, -0.16476], [-1.67204, -12.94278, 2.49257], [-2.40536, -12.65633, 0.04086], [4.78079, -17.03282, 7.30059], [2.18599, -16.37158, 3.85689], [1.64039, -11.12532, 0.24876], [3.74136, -17.39724, 0.85775], [6.06889, -11.80604, -0.26049], [-4.11684, -10.75973, 0.50403], [-0.67371, -17.98288, 4.83056], [0.52885, -18.33418, 0.03134], [-0.10810, -18.43341, 0.91029], [0.11629, -12.87543, -1.18613], [1.81488, -18.83674, 8.34997], [3.00248, -10.35368, 5.89313], [2.46419, -12.47696, -2.32187], [2.59403, -14.48490, -3.06054], [2.42699, -10.93220, 5.38744], [0.75390, -14.48649, 7.31171], [5.45085, -14.18914, 0.26728], [0.79087, -19.37500, -0.15874], [2.59623, -13.86937, 0.95907], [0.19578, -15.59764, -0.13489], [0.05121, -17.60829, 4.10787], [4.03113, -16.90914, 6.51904], [3.02275, -13.82512, 3.85635], [-0.05928, -17.56375, -1.17980], [2.60485, -14.29237, 0.10045], [5.13696, -19.20921, 0.55577], [-1.45366, -16.31421, -0.16686], [-0.88414, -18.20356, -1.49339], [1.03847, -17.97905, -2.83556], [-1.72201, -10.76857, 0.37050], [-3.38680, -10.13431, 1.93741], [7.55306, -14.92010, 1.35691], [3.35046, -15.20015, -3.38353], [5.65592, -11.43364, 1.42239], [-1.33009, -11.97724, 2.11989], [3.38462, -12.64854, 6.02574], [5.01610, -10.81917, 5.27215], [4.47433, -18.23720, -0.96271], [4.45320, -17.45629, 5.67608], [1.86989, -16.35264, 7.63474], [2.32884, -12.96792, 0.77983], [3.29951, -12.62594, -3.97096], [0.96302, -16.82034, 8.01806], [1.18956, -16.91662, 4.82584], [-0.26611, -11.96421, 1.88352], [3.22862, -12.04193, 5.13366], [5.20952, -13.94729, 2.28817], [4.63521, -16.24201, -0.27998], [2.14783, -12.35171, 3.25393], [2.98341, -16.80804, -0.57327], [-2.22221, -11.56428, 0.92254], [8.04972, -13.49196, 0.36391], [1.49790, -19.58184, 5.00095], [-0.32014, -16.19886, 6.25914], [2.79547, -18.61259, 7.93008], [3.98418, -15.86270, 6.21761], [1.41719, -17.90411, 0.49394], [2.68691, -17.09677, 3.21556], [1.56322, -13.29998, 4.57338], [5.88476, -13.57895, 1.05943], [7.40934, -13.85641, 1.16715], [-0.52575, -16.16807, -0.71979], [5.52011, -12.15317, 0.61497], [3.14316, -13.03011, -2.97080], [1.35343, -15.19939, 6.74565], [4.92891, -17.72374, -2.36205], [-0.39338, -16.95271, 3.35911], [4.46688, -12.11855, 0.33639], [-3.53473, -11.05701, 1.37630], [0.86881, -15.45855, -4.24039]],
  "lowdin_charge": [0.030, 0.071, 0.119, 0.065, -0.051, 0.081, 0.076, -0.062, 0.073, -0.040, -0.017, -0.125, -0.044, -0.022, -0.073, 0.077, 0.060, 0.084, -0.452, 0.072, -0.102, 0.066, 0.079, 0.070, 0.073, 0.067, -0.029, 0.023, -0.040, 0.117, 0.074, -0.015, 0.083, 0.128, 0.051, 0.083, -0.121, 0.019, -0.054, 0.075, -0.069, 0.082, -0.035, -0.307, 0.079, 0.066, 0.078, 0.085, -0.054, 0.067, -0.082, 0.075, 0.079, 0.054, -0.472, -0.052, 0.115, 0.098, 0.070, -0.057, 0.080, -0.044, -0.040, 0.049, -0.410, 0.007, 0.087, 0.089, 0.133, 0.111, 0.124, 0.077, 0.069, 0.111, 0.063, -0.054, 0.118, 0.068, -0.503, 0.088, -0.122, -0.017, 0.073, 0.100, -0.499, 0.040, -0.507, -0.075, 0.084, 0.073, 0.051, -0.538, 0.071, 0.095, 0.109, -0.045, 0.072, 0.056, 0.083, 0.064, -0.470, -0.048, -0.038, -0.077, -0.047, -0.192, -0.021, 0.094, 0.040, -0.086, 0.063],
  "s2": 0.75,
  "homo_energy_ev": [0.2, -6.4],
  "total_charge": -1,
  "e_above_lowest_kcal_mol": 0.0,
  "multiplicity": 2,
  "homo_lumo_gap_ev": [1.79, 8.31],
  "energy_ev": -51145.5344,
  "lumo_ev": [1.94, 1.90]
}